[1]
{"formula": "C6H7N3O2", "method": "the ωB97M-V functional and the def2-TZVPD basis", "orbital_gap_ev": [6.51, 7.42], "e_tot_ev": -14873.7798, "e_lumo_ev": [-9.4, -9.5], "charge": 2, "relative_energy_ev": 1.430, "elements": ["C", "C", "C", "C", "C", "C", "N", "N", "N", "O", "O", "H", "H", "H", "H", "H", "H", "H"], "coordinates": [[-0.6302, 0.8976, 0.0025], [0.8509, 1.3049, -0.0093], [0.7681, -0.9928, -0.0352], [-0.5076, -0.5653, -0.0552], [-1.7341, 1.5951, 0.0861], [1.6300, 0.1409, 0.1997], [2.9966, 0.0899, 0.0693], [-1.6271, -1.5181, 0.0948], [-2.6915, 2.4017, -0.0690], [3.6735, 1.0515, 0.1692], [3.4756, -1.1169, -0.3692], [1.1560, -2.1092, -0.0107], [-1.6302, -1.9959, 1.0699], [-1.4819, -2.4091, -0.4628], [-2.5375, -1.0038, -0.0248], [-2.7969, 2.8550, -0.9468], [4.5407, -1.1267, -0.3694], [-3.4546, 2.5013, 0.6608]], "lowdin_charge": [-0.11, 0.25, 0.06, -0.23, 0.08, -0.20, -0.20, 0.23, 0.28, 0.25, 0.13, 0.19, 0.23, 0.21, 0.19, 0.16, 0.25, 0.21]}

=====

[2]
{"formula": "C6H8OS", "method": "the ωB97M-V functional and the def2-TZVPD basis", "orbital_gap_ev": 9.27, "smiles": "C#C[C@@]1(S)[C@H](C)[C@@H]1O", "e_tot_ev": -19231.3614, "e_lumo_ev": 0.6, "relative_energy_ev": 2.902, "elements": ["C", "C", "C", "S", "C", "C", "C", "O", "H", "H", "H", "H", "H", "H", "H", "H"], "coordinates": [[-0.1156, -0.4320, -3.1782], [-0.1218, -0.3783, -1.9827], [-0.1700, -0.4269, -0.5541], [-0.1963, -2.0874, 0.0996], [0.5793, 0.6785, 0.2388], [1.4151, 0.3230, 1.4568], [-0.9172, 0.6647, 0.1693], [-1.5945, 0.3862, 1.3442], [-0.1302, -0.4934, -4.2295], [-0.9210, -1.8788, 1.1957], [1.0446, 1.3543, -0.4705], [2.3817, -0.0568, 1.0919], [0.9438, -0.4212, 2.0922], [1.5894, 1.2239, 2.0659], [-1.3348, 1.4389, -0.4845], [-2.4526, 0.1053, 1.1451]], "lowdin_charge": [0.14, -0.16, -0.70, 0.84, -0.23, -0.07, -0.31, 0.01, 0.02, -0.13, 0.14, 0.09, 0.06, 0.08, 0.16, 0.08]}

=====

[3]
{"formula": "C2H6N2OS", "method": "the ωB97M-V functional and the def2-TZVPD basis", "orbital_gap_ev": 9.30, "smiles": "CO/N=C\\NS", "e_tot_ev": -18030.4427, "e_lumo_ev": 0.7, "relative_energy_ev": 4.363, "elements": ["C", "O", "N", "C", "N", "S", "H", "H", "H", "H", "H", "H"], "coordinates": [[-2.1383, -0.7403, -0.1274], [-0.6548, -0.6116, 0.1109], [-0.4762, 0.7704, -0.1976], [0.7336, 1.2388, -0.0091], [2.0911, 0.6940, -0.0026], [2.3469, -1.0357, -0.2031], [-2.4052, -1.7239, 0.2859], [-2.3479, -0.8465, -1.1905], [-2.5137, 0.1087, 0.3916], [0.6677, 2.3242, -0.3012], [2.7039, 1.4241, 0.1734], [1.9929, -1.6023, 1.0696]], "lowdin_charge": [-0.05, -0.27, -0.01, -0.24, -0.39, 0.70, 0.08, 0.07, 0.06, 0.12, 0.03, -0.10]}

=====

[4]
{"formula": "C19H22IIrN6O7", "method": "the ωB97M-V functional and the def2-TZVPD basis", "orbital_gap_ev": [1.69, 4.58], "multiplicity": 5, "s_squared": 6.05, "e_tot_ev": -54265.3871, "e_lumo_ev": [3.3, 2.6], "charge": -2, "elements": ["C", "I", "H", "H", "H", "C", "C", "N", "C", "N", "H", "H", "C", "C", "N", "H", "N", "H", "Ir", "C", "O", "C", "C", "H", "H", "H", "C", "H", "H", "H", "C", "H", "H", "H", "C", "H", "H", "H", "O", "C", "O", "C", "C", "C", "C", "C", "C", "N", "O", "O", "N", "O", "O", "H", "H", "H"], "coordinates": [[2.8312, -0.5383, 0.7811], [1.5961, -0.6670, -1.9285], [3.5015, -0.3247, 1.6244], [3.0235, 0.2582, 0.0389], [3.0845, -1.5469, 0.4187], [-2.4084, -3.2444, -0.8758], [-1.4632, -3.9419, -0.2144], [-0.4945, -3.0413, 0.1806], [-0.8614, -1.7751, -0.1645], [-2.0125, -1.9227, -0.8736], [-3.3229, -3.5705, -1.3397], [-1.3936, -4.9904, 0.0187], [0.5252, 3.9908, -0.8688], [0.3739, 1.9155, -0.0056], [0.0348, 2.7137, -1.0528], [1.7269, 4.7813, 0.7984], [1.0906, 2.7245, 0.8315], [0.3583, 4.7796, -1.5790], [-0.0187, -0.0168, 0.1704], [1.3949, -0.5052, 1.3947], [1.1399, -0.7236, 2.5746], [1.1958, 3.9932, 0.2960], [1.7041, 2.4210, 2.1048], [1.8430, 3.3799, 2.6129], [2.6931, 1.9619, 1.9705], [1.0752, 1.7706, 2.7182], [-0.7770, 2.3812, -2.2035], [-0.4863, 3.0591, -3.0127], [-1.8435, 2.5371, -1.9881], [-0.6040, 1.3499, -2.5159], [-2.7612, -0.9081, -1.5830], [-2.8749, -1.2193, -2.6291], [-2.2413, 0.0543, -1.5484], [-3.7599, -0.8012, -1.1368], [0.6690, -3.4828, 0.9126], [1.5940, -3.1653, 0.4192], [0.6286, -4.5760, 0.9121], [0.6460, -3.1237, 1.9481], [-1.7536, -1.4556, 2.2497], [-2.2914, -0.3934, 1.9085], [-1.7589, 0.5490, 1.1658], [-3.7211, -0.1097, 2.3236], [-4.3616, 1.1041, 2.0328], [-5.6944, 1.3032, 2.4560], [-6.3991, 0.3008, 3.1361], [-5.7546, -0.9166, 3.3963], [-4.4184, -1.1218, 2.9979], [-6.4638, -1.9762, 4.0639], [-7.6459, -1.7764, 4.4156], [-5.8686, -3.0564, 4.2641], [-6.3427, 2.5650, 2.1992], [-5.7109, 3.4515, 1.5872], [-7.5143, 2.7218, 2.6051], [-3.8399, 1.8916, 1.4947], [-7.4250, 0.4612, 3.4541], [-3.9277, -2.0683, 3.2074]], "lowdin_charge": [-0.27, 0.33, 0.06, -0.03, 0.03, -0.05, -0.05, -0.12, -0.41, -0.11, 0.12, 0.12, -0.06, -0.33, -0.13, 0.11, -0.11, 0.12, 1.19, -0.68, -0.03, -0.06, -0.02, 0.09, 0.09, 0.10, -0.06, 0.09, 0.11, 0.01, -0.02, 0.09, 0.05, 0.11, -0.02, 0.07, 0.09, 0.10, 0.01, -0.55, -0.19, -0.16, 0.00, -0.17, 0.03, -0.17, 0.01, -0.48, -0.15, -0.16, -0.48, -0.17, -0.15, 0.09, 0.10, 0.10]}

=====

[5]
{"formula": "C3H4N2OS2", "method": "the ωB97M-V functional and the def2-TZVPD basis", "orbital_gap_ev": 8.30, "smiles": "S=C1CN/C(=N/S)O1", "e_tot_ev": -29873.1142, "e_lumo_ev": -0.2, "relative_energy_ev": 1.029, "elements": ["S", "C", "C", "N", "C", "N", "S", "O", "H", "H", "H", "H"], "coordinates": [[2.4853, -1.6650, -0.0480], [1.2565, -0.6214, -0.0489], [1.3031, 0.8908, 0.0628], [-0.0810, 1.2409, -0.1842], [-0.8764, 0.1276, -0.1139], [-2.1309, 0.0809, -0.0611], [-3.0157, -1.3551, -0.0070], [-0.0379, -0.9951, -0.1394], [1.9583, 1.3059, -0.6832], [1.6576, 1.1581, 1.0871], [-0.4733, 2.0921, 0.1619], [-2.0455, -2.2596, -0.0260]], "lowdin_charge": [0.76, -0.82, -0.15, 0.07, -0.52, -0.32, 0.74, -0.01, 0.12, 0.14, 0.14, -0.16]}

=====

[6]
{"formula": "C34H84ClFO7Si", "method": "the ωB97M-V functional and the def2-TZVPD basis", "orbital_gap_ev": 9.97, "smiles": "C[C@@H](Cl)C[SiH2]CCCF.CCOCC.CCOCC.CCOCC.CCOCC.CCOCC.CCOCC.CCOCC", "e_tot_ev": -74067.7315, "e_lumo_ev": 0.8, "relative_energy_ev": 0.000, "elements": ["C", "C", "Cl", "C", "Si", "C", "C", "C", "F", "H", "H", "H", "H", "H", "H", "H", "H", "H", "H", "H", "H", "H", "H", "C", "C", "O", "C", "C", "H", "H", "H", "H", "H", "H", "H", "H", "H", "H", "C", "C", "O", "C", "C", "H", "H", "H", "H", "H", "H", "H", "H", "H", "H", "C", "C", "O", "C", "C", "H", "H", "H", "H", "H", "H", "H", "H", "H", "H", "C", "C", "O", "C", "C", "H", "H", "H", "H", "H", "H", "H", "H", "H", "H", "C", "C", "O", "C", "C", "H", "H", "H", "H", "H", "H", "H", "H", "H", "H", "C", "C", "O", "C", "C", "H", "H", "H", "H", "H", "H", "H", "H", "H", "H", "C", "C", "O", "C", "C", "H", "H", "H", "H", "H", "H", "H", "H", "H", "H"], "coordinates": [[-3.7571, 4.2942, 0.9572], [-4.5681, 3.7558, -0.2114], [-3.8914, 4.4302, -1.7591], [-4.6010, 2.2402, -0.2831], [-5.7216, 1.4843, 1.0311], [-7.5188, 1.7607, 0.5217], [-8.4028, 2.4737, 1.5652], [-8.7898, 3.8751, 1.1482], [-7.6655, 4.7189, 1.2623], [-2.8506, 3.7029, 1.1010], [-3.4717, 5.3314, 0.7926], [-4.3480, 4.2412, 1.8731], [-5.5825, 4.1536, -0.1754], [-3.5848, 1.8404, -0.2463], [-5.0496, 1.9434, -1.2369], [-5.5090, 2.1209, 2.3521], [-5.4316, 0.0343, 1.1306], [-7.9449, 0.7877, 0.2682], [-7.5146, 2.3398, -0.4078], [-9.3162, 1.9095, 1.7705], [-7.8825, 2.5698, 2.5232], [-9.5853, 4.2901, 1.7697], [-9.0969, 3.9129, 0.0987], [0.7384, 1.4694, 2.6433], [-0.7336, 1.8090, 2.4987], [-1.5594, 1.1601, 3.4534], [-1.2737, 1.4538, 4.8125], [-1.4453, 2.9192, 5.1732], [0.8730, 0.3881, 2.6560], [1.3139, 1.8694, 1.8078], [1.1595, 1.8782, 3.5636], [-1.1038, 1.4624, 1.5323], [-0.8811, 2.8958, 2.5307], [-0.2702, 1.1098, 5.0848], [-1.9786, 0.8454, 5.3793], [-0.6939, 3.5516, 4.6980], [-1.3456, 3.0445, 6.2521], [-2.4327, 3.2735, 4.8721], [4.4884, 1.8451, -0.8479], [4.5345, 0.6911, 0.1355], [3.2803, 0.0536, 0.3182], [2.7115, -0.5194, -0.8499], [3.5559, -1.6153, -1.4751], [3.7038, 2.5511, -0.5697], [5.4418, 2.3762, -0.8540], [4.2862, 1.5163, -1.8660], [4.8117, 1.0471, 1.1287], [5.2945, -0.0385, -0.1684], [2.4866, 0.2583, -1.5898], [1.7583, -0.9313, -0.5139], [4.4764, -1.2254, -1.9125], [2.9960, -2.1022, -2.2752], [3.8184, -2.3756, -0.7391], [4.2315, -7.2333, -1.7754], [4.4879, -6.1113, -0.7862], [3.6093, -5.0074, -0.9354], [2.2296, -5.2995, -0.8020], [1.8432, -5.8633, 0.5546], [4.2267, -6.8498, -2.7974], [5.0136, -7.9904, -1.6946], [3.2766, -7.7300, -1.5982], [5.4839, -5.6922, -0.9307], [4.4465, -6.4985, 0.2390], [1.9023, -5.9778, -1.5983], [1.7306, -4.3427, -0.9641], [2.2426, -6.8663, 0.7106], [0.7563, -5.9281, 0.6302], [2.2050, -5.2151, 1.3542], [0.3622, 2.6169, -3.8753], [1.5643, 3.2402, -3.1888], [2.8111, 2.6723, -3.5649], [3.1425, 2.8000, -4.9361], [3.2361, 4.2405, -5.4125], [0.3626, 1.5330, -3.7445], [-0.5528, 3.0223, -3.4412], [0.3414, 2.8344, -4.9445], [1.4987, 3.0768, -2.1113], [1.5659, 4.3201, -3.3543], [2.4328, 2.2415, -5.5581], [4.1115, 2.3093, -5.0360], [2.2664, 4.7403, -5.4062], [3.6199, 4.2670, -6.4336], [3.9142, 4.8074, -4.7728], [-1.3584, -8.9513, -1.1183], [-0.2464, -8.1701, -1.7965], [1.0127, -8.8225, -1.7736], [1.0702, -10.0745, -2.4366], [0.7636, -9.9998, -3.9223], [-1.0623, -9.2353, -0.1076], [-2.2549, -8.3332, -1.0553], [-1.6212, -9.8564, -1.6671], [-0.0800, -7.2305, -1.2699], [-0.5308, -7.9170, -2.8242], [0.4106, -10.7998, -1.9471], [2.0937, -10.4185, -2.2851], [-0.2798, -9.7489, -4.1169], [0.9611, -10.9667, -4.3868], [1.3932, -9.2500, -4.4033], [1.4933, -2.5988, 8.3790], [0.5191, -1.7826, 7.5466], [1.0215, -0.5204, 7.1442], [2.1816, -0.5532, 6.3284], [1.9938, -1.2935, 5.0159], [1.8546, -2.0136, 9.2257], [0.9925, -3.4890, 8.7621], [2.3545, -2.9306, 7.7979], [-0.3693, -1.5510, 8.1347], [0.1876, -2.3607, 6.6763], [3.0337, -0.9652, 6.8815], [2.4060, 0.4963, 6.1329], [1.8697, -2.3683, 5.1557], [2.8648, -1.1419, 4.3770], [1.1143, -0.9130, 4.4958], [-0.5554, 8.0941, -5.1091], [-0.8341, 6.7037, -4.5650], [0.1470, 6.2357, -3.6552], [0.3039, 6.9934, -2.4658], [-0.9560, 7.0589, -1.6221], [0.4503, 8.1451, -5.5288], [-1.2718, 8.3307, -5.8969], [-0.6464, 8.8624, -4.3402], [-0.8252, 5.9763, -5.3776], [-1.8303, 6.6649, -4.1102], [0.6701, 8.0012, -2.6935], [1.0957, 6.4811, -1.9173], [-1.7407, 7.6457, -2.1015], [-0.7399, 7.5235, -0.6590], [-1.3452, 6.0548, -1.4509]], "lowdin_charge": [-0.13, -0.79, 0.57, -0.37, 0.69, -0.31, -0.25, -0.21, -0.08, 0.07, 0.07, 0.07, 0.07, 0.07, 0.07, -0.02, -0.04, 0.06, 0.07, 0.11, 0.09, 0.11, 0.12, -0.07, -0.28, -0.16, -0.27, -0.07, 0.07, 0.07, 0.07, 0.11, 0.10, 0.09, 0.12, 0.07, 0.08, 0.08, -0.08, -0.28, -0.17, -0.27, -0.08, 0.08, 0.08, 0.05, 0.12, 0.11, 0.10, 0.12, 0.07, 0.08, 0.07, -0.07, -0.27, -0.17, -0.28, -0.08, 0.08, 0.08, 0.05, 0.12, 0.11, 0.10, 0.11, 0.07, 0.07, 0.08, -0.07, -0.27, -0.18, -0.28, -0.07, 0.08, 0.07, 0.07, 0.12, 0.09, 0.11, 0.12, 0.06, 0.08, 0.08, -0.07, -0.28, -0.18, -0.28, -0.08, 0.08, 0.08, 0.07, 0.10, 0.11, 0.11, 0.12, 0.07, 0.08, 0.08, -0.08, -0.28, -0.17, -0.28, -0.07, 0.08, 0.08, 0.07, 0.12, 0.11, 0.11, 0.12, 0.07, 0.08, 0.06, -0.08, -0.28, -0.19, -0.27, -0.08, 0.08, 0.08, 0.07, 0.12, 0.11, 0.11, 0.12, 0.07, 0.08, 0.05]}